Computed, not measured: a 11-piece molecular cluster, C80H100BN12O8 overall at a distorted geometry, with the ωB97M-V functional and the def2-TZVPD basis.

Last column: Mulliken charge in e.
Element x y z (Å)
B (-0.02, -0.33, 1.80)  7.32
H (-1.09, -0.36, 1.65)  -1.04
H (0.39, 0.21, 0.96)  -2.02
H (0.14, 0.10, 2.78)  -1.18
H (0.29, -1.36, 1.78)  -1.63
C (-5.38, 3.83, 4.65)  -0.76
N (-3.95, 3.70, 4.60)  0.25
C (-3.06, 4.64, 5.08)  -0.78
C (-1.66, 4.40, 5.03)  -0.53
C (-1.19, 3.16, 4.51)  -0.08
C (-2.08, 2.18, 4.06)  0.29
C (-3.46, 2.49, 4.19)  -1.75
C (0.31, 2.86, 4.53)  1.43
C (0.85, 1.60, 4.94)  0.00
C (2.24, 1.34, 4.84)  -0.71
N (3.04, 2.46, 4.57)  0.16
C (2.52, 3.67, 4.39)  -0.76
C (1.16, 3.94, 4.21)  -0.88
C (4.41, 2.32, 4.27)  -1.06
H (-5.58, 4.51, 5.47)  0.41
H (-5.84, 2.89, 4.93)  0.38
H (-5.75, 4.16, 3.67)  0.24
H (-3.38, 5.63, 5.36)  0.48
H (-1.03, 5.17, 5.45)  0.70
H (-1.75, 1.21, 3.73)  0.35
H (-4.20, 1.74, 4.00)  0.78
H (0.28, 0.69, 5.08)  0.63
H (2.78, 0.41, 4.92)  0.80
H (3.23, 4.46, 4.19)  0.40
H (0.82, 4.91, 3.87)  0.41
H (4.56, 2.37, 3.19)  0.36
H (4.65, 1.35, 4.70)  0.38
H (5.03, 3.04, 4.82)  0.43
C (2.61, -4.54, -0.27)  -1.11
N (2.64, -3.24, -0.94)  1.26
C (3.44, -3.10, -2.03)  -1.47
C (3.44, -1.92, -2.79)  -0.82
C (2.67, -0.78, -2.35)  1.74
C (1.88, -0.97, -1.19)  -0.23
C (1.82, -2.19, -0.59)  -0.74
C (2.68, 0.49, -3.10)  0.39
C (2.63, 1.69, -2.38)  0.05
C (2.59, 2.89, -3.05)  -1.21
N (2.54, 2.89, -4.38)  0.41
C (2.45, 1.72, -5.12)  -0.92
C (2.62, 0.56, -4.49)  -0.68
C (2.35, 4.17, -5.11)  -1.05
H (1.93, -4.52, 0.58)  -0.11
H (3.58, -4.76, 0.16)  0.53
H (2.29, -5.26, -1.02)  0.52
H (4.18, -3.89, -2.12)  0.69
H (4.07, -1.76, -3.65)  0.76
H (1.15, -0.22, -0.92)  -0.16
H (1.10, -2.44, 0.17)  0.04
H (2.67, 1.63, -1.30)  0.51
H (2.71, 3.88, -2.62)  0.39
H (2.36, 1.76, -6.20)  0.54
H (2.65, -0.37, -5.04)  0.74
H (1.72, 4.10, -6.00)  0.33
H (3.39, 4.28, -5.42)  0.45
H (2.02, 5.01, -4.49)  0.41
C (2.22, -2.26, 3.37)  -0.24
N (3.35, -1.80, 2.49)  0.32
C (4.28, -2.64, 2.09)  -0.66
C (5.34, -2.22, 1.15)  -0.80
C (5.21, -0.95, 0.59)  1.07
C (4.20, -0.09, 1.07)  -0.25
C (3.32, -0.50, 2.04)  -0.05
C (6.19, -0.52, -0.45)  0.69
C (6.70, -1.45, -1.42)  -0.66
C (7.72, -0.99, -2.31)  -0.70
N (8.15, 0.28, -2.24)  0.02
C (7.62, 1.18, -1.42)  -0.30
C (6.61, 0.85, -0.51)  -0.86
C (9.12, 0.78, -3.13)  -0.95
H (2.53, -2.83, 4.24)  0.64
H (1.51, -2.83, 2.77)  0.09
H (1.67, -1.34, 3.57)  -0.90
H (4.29, -3.63, 2.52)  0.75
H (6.18, -2.78, 0.79)  0.88
H (4.13, 0.89, 0.63)  0.55
H (2.45, 0.11, 2.22)  -0.41
H (6.32, -2.46, -1.47)  0.57
H (8.16, -1.56, -3.12)  0.52
H (8.05, 2.17, -1.38)  0.49
H (6.35, 1.62, 0.21)  0.48
H (8.61, 0.90, -4.08)  0.39
H (9.88, 0.03, -3.33)  0.38
H (9.69, 1.62, -2.75)  0.34
C (0.12, 2.97, 1.12)  -0.35
N (-0.28, 3.20, -0.35)  1.05
C (-0.67, 2.09, -1.05)  -0.32
C (-0.97, 2.18, -2.47)  -0.75
C (-0.97, 3.48, -3.06)  1.53
C (-0.56, 4.60, -2.30)  -1.49
C (-0.24, 4.38, -0.95)  -0.79
C (-1.14, 3.65, -4.53)  0.71
C (-0.82, 2.59, -5.46)  -0.66
C (-0.84, 2.87, -6.80)  -0.68
N (-1.23, 4.09, -7.30)  0.07
C (-1.71, 5.04, -6.49)  -0.58
C (-1.68, 4.81, -5.12)  -0.63
C (-1.26, 4.15, -8.75)  -0.79
H (-0.62, 2.30, 1.55)  -0.62
H (0.15, 3.98, 1.53)  0.62
H (1.14, 2.59, 1.06)  -0.18
H (-0.48, 1.14, -0.58)  -0.45
H (-1.18, 1.23, -2.93)  0.80
H (-0.64, 5.59, -2.74)  0.60
H (0.07, 5.19, -0.31)  0.65
H (-0.52, 1.62, -5.10)  0.75
H (-0.46, 2.12, -7.47)  0.40
H (-2.09, 5.91, -7.00)  0.51
H (-1.98, 5.57, -4.41)  0.65
H (-0.65, 3.34, -9.14)  0.29
H (-1.09, 5.15, -9.16)  0.33
H (-2.31, 3.93, -8.96)  0.44
C (-3.16, -5.76, -0.78)  -0.83
N (-2.81, -4.96, 0.36)  0.25
C (-1.53, -4.84, 0.80)  -0.95
C (-1.22, -4.03, 1.90)  -0.06
C (-2.25, -3.42, 2.60)  0.87
C (-3.59, -3.60, 2.15)  -0.59
C (-3.83, -4.31, 0.96)  -0.98
C (-1.99, -2.72, 3.94)  0.88
C (-2.77, -1.67, 4.36)  -0.58
C (-2.60, -1.06, 5.57)  -1.13
N (-1.57, -1.43, 6.33)  0.15
C (-0.74, -2.39, 5.99)  -0.77
C (-0.91, -3.04, 4.75)  -0.64
C (-1.38, -0.82, 7.59)  -0.92
H (-3.74, -5.07, -1.39)  0.08
H (-3.83, -6.57, -0.51)  0.38
H (-2.29, -6.13, -1.32)  0.34
H (-0.87, -5.48, 0.24)  0.60
H (-0.22, -4.05, 2.31)  0.08
H (-4.45, -3.22, 2.66)  0.67
H (-4.86, -4.43, 0.66)  0.68
H (-3.50, -1.16, 3.74)  0.56
H (-3.08, -0.12, 5.79)  0.72
H (0.02, -2.61, 6.73)  0.57
H (-0.20, -3.82, 4.51)  1.10
H (-2.38, -0.57, 7.92)  0.42
H (-0.65, -0.02, 7.52)  0.29
H (-1.04, -1.46, 8.40)  0.44
C (-4.33, 3.00, 0.64)  -0.66
N (-4.25, 1.83, -0.28)  0.34
C (-3.54, 0.72, -0.04)  -0.98
C (-3.58, -0.32, -0.93)  -0.45
C (-4.25, -0.25, -2.11)  1.20
C (-4.96, 0.93, -2.37)  -0.75
C (-4.95, 1.99, -1.41)  -0.73
C (-4.38, -1.40, -2.98)  -0.09
C (-4.82, -2.65, -2.64)  0.07
C (-4.92, -3.68, -3.55)  -0.50
N (-4.63, -3.50, -4.87)  0.12
C (-4.21, -2.28, -5.26)  -0.63
C (-4.05, -1.22, -4.35)  -0.67
C (-4.53, -4.64, -5.85)  -0.93
H (-4.75, 2.56, 1.54)  0.22
H (-4.87, 3.85, 0.20)  0.57
H (-3.31, 3.16, 0.98)  0.06
H (-3.14, 0.64, 0.96)  0.58
H (-3.23, -1.29, -0.60)  0.23
H (-5.72, 0.97, -3.13)  0.73
H (-5.50, 2.90, -1.64)  0.54
H (-4.88, -2.97, -1.60)  0.68
H (-5.24, -4.64, -3.17)  0.45
H (-3.87, -2.26, -6.29)  0.48
H (-3.63, -0.31, -4.77)  0.58
H (-5.15, -5.47, -5.50)  0.37
H (-3.46, -4.83, -5.91)  0.38
H (-5.03, -4.34, -6.77)  0.40
C (2.43, -7.99, 2.99)  -1.18
C (2.69, -6.51, 2.86)  0.63
O (3.90, -6.13, 2.97)  -0.71
O (1.67, -5.83, 2.62)  -0.50
H (2.89, -8.29, 3.93)  0.35
H (3.06, -8.51, 2.28)  0.34
H (1.37, -8.24, 2.91)  0.24
C (-7.07, -1.46, 3.69)  -1.39
C (-6.29, -0.21, 3.25)  0.54
O (-6.79, 0.91, 3.62)  -0.69
O (-5.32, -0.29, 2.47)  -0.17
H (-6.82, -1.86, 4.67)  0.30
H (-7.13, -2.37, 3.09)  0.31
H (-8.13, -1.18, 3.69)  0.39
C (3.68, 5.38, -0.63)  -1.38
C (3.42, 4.36, 0.49)  0.50
O (2.53, 4.72, 1.31)  -0.61
O (4.01, 3.27, 0.44)  -0.33
H (2.79, 5.98, -0.82)  0.35
H (4.11, 4.94, -1.53)  0.38
H (4.40, 6.12, -0.29)  0.40
C (-1.09, -2.59, -3.14)  1.00
C (-0.88, -4.07, -3.03)  0.01
O (0.11, -4.52, -2.49)  -0.60
O (-1.84, -4.75, -3.46)  -0.68
H (-1.97, -2.24, -2.60)  -0.50
H (-1.19, -2.33, -4.20)  0.49
H (-0.32, -1.98, -2.67)  -0.52

- spin multiplicity = 1
- frontier orbital gap (Eh) = 0.0751
- total charge = +7
- HOMO (eV) = -18.228
- E_LUMO (eV) = -16.2
- maximum force (Eh/bohr) = 0.0878

---

Computed, not measured: C5H3AlO6 as an isolated structure at a distorted geometry, with the ωB97M-V functional and the def2-TZVPD basis.

Last column: natural (NBO) charge in e.
Element x y z (Å)
O (-1.40, 0.34, -1.27)  -0.38
C (-0.39, -0.58, -1.15)  0.40
Al (-0.76, -1.04, 1.40)  1.70
C (-0.48, 0.83, 0.84)  0.00
O (0.24, 1.66, 1.46)  -0.22
C (0.27, -0.92, -2.58)  0.33
O (1.16, -1.77, -2.58)  -0.30
C (0.40, -0.35, 0.01)  -0.07
O (1.64, -0.19, 0.17)  -0.28
C (-1.46, 1.27, -0.21)  0.66
O (-2.14, 2.26, -0.20)  -0.25
H (0.03, -0.50, -3.52)  0.26
O (0.78, -0.69, 2.62)  -0.96
H (0.61, 0.16, 3.06)  0.56
H (1.50, -0.48, 1.96)  0.55

- spin multiplicity = 1
- frontier orbital gap (spin up / spin down) (Eh) = 0.2137 / 0.2173
- total charge = +2
- HOMO (spin up / spin down) (eV) = -19.460 / -19.399
- ΔE to the lowest compared entry with this formula, charge and spin (kJ/mol) = 628.9
- E_LUMO (spin up / spin down) (eV) = -13.6 / -13.5
- maximum force (Eh/bohr) = 0.1236

---

Computed, not measured: a 8-piece molecular cluster, H16O8 overall at a distorted geometry, with the ωB97M-V functional and the def2-TZVPD basis.

Last column: natural (NBO) charge in e.
Element x y z (Å)
H (-2.08, 0.14, -0.82)  0.52
H (-2.00, 0.18, 0.84)  0.51
H (-0.30, -0.22, -1.95)  0.51
H (-1.03, 0.79, -3.10)  0.48
H (-1.25, 1.52, 2.62)  0.48
H (-0.23, 0.39, 2.17)  0.53
H (-1.23, -1.59, -0.16)  0.51
H (-0.95, -2.99, 0.21)  0.49
H (1.76, -0.17, 1.92)  0.51
H (0.73, -1.35, 1.40)  0.52
H (1.58, -0.49, -1.30)  0.51
H (0.45, -1.60, -1.13)  0.50
H (1.68, 0.95, 0.05)  0.53
H (3.27, 0.77, -0.25)  0.49
H (-0.27, 2.09, 0.56)  0.51
H (-0.17, 1.87, -0.97)  0.51
O (-2.31, -0.32, 0.04)  -1.03
O (-0.96, 0.66, -2.16)  -1.07
O (-0.91, 1.10, 1.84)  -1.01
O (-0.47, -2.20, 0.01)  -1.00
O (0.95, -0.80, 2.24)  -0.99
O (0.92, -1.03, -1.80)  -0.98
O (2.44, 0.21, -0.06)  -1.02
O (0.38, 2.09, -0.21)  -1.01

- spin multiplicity = 1
- frontier orbital gap (Eh) = 0.4154
- total charge = 0
- HOMO (eV) = -10.880
- ΔE to the lowest compared entry with this formula, charge and spin (kJ/mol) = 134.8
- E_LUMO (eV) = 0.4
- maximum force (Eh/bohr) = 0.0710
- SMILES = O.O.O.O.O.O.O.O

---

Computed, not measured: C5H3AlF5N2O2 as an isolated structure at a distorted geometry, with the ωB97M-V functional and the def2-TZVPD basis.

Last column: natural (NBO) charge in e.
Element x y z (Å)
O (2.04, -1.39, 0.36)  -0.57
C (1.54, -1.07, -0.87)  0.78
O (2.43, -0.78, -2.03)  -0.69
N (0.01, -0.98, -0.93)  -0.15
C (-0.69, 0.33, -0.89)  0.09
C (-2.28, 0.69, -0.95)  -0.25
C (-3.19, -0.73, -1.01)  0.42
F (-4.66, -0.74, -1.08)  -0.32
C (-2.18, -2.01, -1.00)  -0.09
N (-0.71, -2.13, -0.98)  -0.08
H (0.03, 1.28, -0.81)  0.33
H (-2.77, 1.76, -0.91)  0.29
H (-2.75, -3.07, -1.01)  0.25
F (2.74, 3.52, 2.83)  -0.80
Al (2.64, 1.77, 2.42)  2.21
F (2.20, 0.83, 3.89)  -0.80
F (4.23, 1.21, 1.80)  -0.79
F (1.38, 1.52, 1.16)  -0.81

- spin multiplicity = 1
- frontier orbital gap (Eh) = 0.2204
- total charge = -1
- HOMO (eV) = -6.246
- E_LUMO (eV) = -0.3
- maximum force (Eh/bohr) = 0.1949

---

Computed, not measured: C25H30AsBiBrClNO8S as an isolated structure, with the ωB97M-V functional and the def2-TZVPD basis.

Last column: Löwdin spin population.
Element x y z (Å)
Bi (-0.96, 2.62, -0.40)  0.01
O (-0.93, 6.54, 0.77)  0.00
As (-0.59, 5.21, 1.89)  0.00
O (0.95, 4.61, 1.03)  0.00
O (-1.53, 3.93, 1.29)  0.00
C (1.94, 5.42, 0.65)  0.00
C (2.77, 6.05, 1.59)  0.00
C (3.82, 6.85, 1.17)  0.00
C (4.06, 7.04, -0.18)  0.00
C (3.25, 6.42, -1.11)  0.00
C (2.19, 5.61, -0.71)  0.00
S (1.16, 4.82, -1.93)  0.00
O (1.62, 5.33, -3.21)  0.00
O (1.37, 3.38, -1.74)  0.00
O (-0.23, 5.18, -1.60)  0.00
H (-0.89, 6.20, -0.15)  0.00
H (2.58, 5.88, 2.64)  0.00
H (4.45, 7.33, 1.91)  0.00
H (4.88, 7.67, -0.51)  0.00
H (3.40, 6.55, -2.18)  0.00
C (-0.97, -5.13, 1.95)  0.00
C (-2.31, -4.45, 1.68)  0.00
C (-3.17, -5.37, 0.79)  0.00
C (-3.04, -4.27, 3.01)  0.00
C (-2.07, -3.12, 0.97)  0.00
C (-2.50, -1.90, 1.47)  0.00
C (-2.21, -0.73, 0.78)  0.00
Br (-2.78, 0.92, 1.53)  0.00
C (-1.49, -0.68, -0.43)  0.00
O (-1.19, 0.45, -0.99)  0.00
C (-1.11, -1.94, -0.97)  0.00
C (-1.40, -3.09, -0.26)  0.00
C (-0.43, -2.12, -2.34)  0.00
C (-1.48, -2.69, -3.31)  0.00
C (0.74, -3.12, -2.22)  0.00
C (0.15, -0.85, -2.98)  0.00
H (-1.12, -6.09, 2.47)  0.00
H (-0.34, -4.50, 2.58)  0.00
H (-0.42, -5.33, 1.03)  0.00
H (-3.33, -6.33, 1.28)  0.00
H (-2.68, -5.55, -0.17)  0.00
H (-4.14, -4.91, 0.59)  0.00
H (-3.18, -5.24, 3.49)  0.00
H (-4.02, -3.81, 2.87)  0.00
H (-2.46, -3.63, 3.69)  0.00
H (-3.03, -1.83, 2.40)  0.00
H (-1.09, -4.04, -0.68)  0.00
H (-1.89, -3.64, -2.94)  0.00
H (-1.04, -2.86, -4.29)  0.00
H (-2.31, -1.99, -3.42)  0.00
H (0.41, -4.13, -1.96)  0.00
H (1.45, -2.78, -1.47)  0.00
H (1.25, -3.18, -3.19)  0.00
H (-0.62, -0.12, -3.22)  0.00
H (0.66, -1.14, -3.90)  0.00
H (0.87, -0.37, -2.32)  0.00
Cl (-3.42, 2.99, -1.49)  0.00
O (0.44, 1.75, 1.13)  0.04
N (1.07, 0.56, 0.92)  0.26
C (0.87, -0.47, 1.81)  0.12
C (1.63, -1.59, 1.75)  0.06
C (2.67, -1.72, 0.79)  0.26
C (2.90, -0.60, -0.04)  0.06
C (2.13, 0.52, 0.04)  0.12
H (0.06, -0.31, 2.51)  0.01
H (1.41, -2.39, 2.45)  0.00
H (3.27, -2.62, 0.73)  0.02
H (3.70, -0.61, -0.78)  0.00
H (2.25, 1.40, -0.57)  0.01

- spin multiplicity = 2
- frontier orbital gap (spin up / spin down) (Eh) = 0.1400 / 0.2444
- expectation value of S² = 0.7650
- total charge = -2
- HOMO (spin up / spin down) (eV) = 0.224 / -2.619
- ΔE to the lowest compared entry with this formula, charge and spin (kJ/mol) = 7.6
- E_LUMO (spin up / spin down) (eV) = 4.0 / 4.0
- maximum force (Eh/bohr) = 0.0105

---

Computed, not measured: a 2-piece molecular cluster, C4H9NO overall at a distorted geometry, with the ωB97M-V functional and the def2-TZVPD basis.

Last column: natural (NBO) charge in e.
Element x y z (Å)
C (-0.10, 0.47, 0.88)  -0.44
C (0.58, 0.36, -0.36)  -0.31
C (-0.37, -0.70, -0.05)  0.06
C (2.07, 0.17, -0.32)  -0.60
N (-2.92, 0.50, 0.02)  -0.46
O (-2.24, -0.38, -0.79)  -0.44
H (0.47, 0.29, 1.85)  0.23
H (-0.82, 1.39, 1.02)  0.22
H (0.32, 1.16, -1.06)  0.23
H (-0.45, -1.73, -0.11)  0.23
H (2.44, -0.42, -1.17)  0.22
H (2.49, -0.33, 0.59)  0.21
H (2.55, 1.26, -0.38)  0.21
H (-2.33, 1.31, 0.08)  0.32
H (-3.12, 0.13, 1.02)  0.32

- spin multiplicity = 1
- frontier orbital gap (spin up / spin down) (Eh) = 0.3249 / 0.3248
- total charge = 0
- HOMO (spin up / spin down) (eV) = -8.448 / -8.445
- ΔE to the lowest compared entry with this formula, charge and spin (kJ/mol) = 643.1
- E_LUMO (spin up / spin down) (eV) = 0.4 / 0.4
- maximum force (Eh/bohr) = 0.1036